1.
# C41H38B2F15GeMoN10O5P2S

A molecular structure, C41H38B2F15GeMoN10O5P2S at a distorted geometry (ωB97M-V/def2-TZVPD, the Open Molecules 2025 dataset).

XYZ file:
```
116
Properties=species:S:1:pos:R:3:lowdin_spin:R:1
C 3.09044 1.27539 3.13534 -0.007
N -1.35718 -2.55412 -3.16031 0.017
H 1.72642 2.48646 0.20102 0.000
C 4.88216 -1.82152 -0.40617 -0.003
H 1.44850 4.00885 1.16985 0.000
O -2.12397 -1.93544 1.69566 0.004
H -4.82813 2.24886 0.09920 0.000
H 0.37545 -5.68362 -4.68211 0.002
O -2.17452 3.73023 -1.48105 0.000
H -4.19454 4.05431 -5.70885 0.000
C -2.64967 -2.32639 -3.49297 0.027
H -0.01909 4.67745 -2.20133 0.000
O -1.74538 1.86332 0.32990 0.001
O -0.58640 -2.50819 3.19920 0.007
F 6.16706 -1.91446 -2.36706 0.001
N 0.07334 3.63890 -0.36649 0.000
F 4.34746 -0.59782 -0.78815 0.001
H -5.69332 3.88702 -3.36091 0.000
C 3.91946 0.38324 2.46165 -0.026
C -3.27634 3.70833 -5.23132 0.000
C -1.81277 -2.67958 3.81380 0.001
H -6.64677 3.01150 -2.06589 0.000
H -5.45112 1.05961 -1.07916 0.000
C 5.94020 -4.32628 0.36071 0.001
N -2.08694 4.39612 1.00613 0.000
C 1.53020 -4.42442 4.48688 0.002
C 5.20226 0.75164 2.12630 -0.010
C 2.09239 -5.17511 -1.91069 0.015
C -1.92109 5.83494 0.80354 0.000
C 0.70778 4.24363 -1.55761 0.000
F 3.76296 -1.00074 5.21181 -0.003
C 5.62064 2.07041 2.34719 0.000
H -3.68234 1.30744 -0.88064 0.000
H -3.34806 5.87867 -2.56958 0.000
H -1.95850 6.30282 1.78896 0.000
H 1.40557 5.01231 -1.24678 0.000
C 5.77440 -2.49362 -1.22756 0.001
H -4.37752 -1.62562 -2.32156 0.000
H -3.90594 4.58101 2.08029 0.000
C -4.64141 1.80424 -0.89049 0.000
H 1.96267 1.20414 -5.03092 0.000
N 0.63503 -4.09265 -3.25671 0.035
H -1.39501 -3.34768 5.80029 0.000
F 5.17005 4.23639 3.21163 -0.002
H 2.26521 0.74273 -2.33995 0.001
C -2.15540 -3.06522 5.10761 0.000
H 2.76710 -5.36770 -1.08622 0.000
C -3.32462 -1.76466 -2.41118 0.005
F 2.10086 -2.07779 7.21276 0.000
F 6.90363 2.39007 2.04535 0.000
C 2.86497 -2.00011 4.91555 -0.009
O -2.53875 1.72242 -3.13116 0.000
S 1.03889 -1.65490 0.92127 0.028
H -2.49064 4.18246 3.07606 0.000
H -2.95683 -2.56314 -4.50895 0.002
H -3.20667 2.91223 1.96806 0.000
C 4.80293 2.95131 3.01159 -0.006
C 2.14728 -3.74179 3.42429 -0.006
C 2.13707 -2.58757 5.94836 0.001
H -5.59889 -2.98615 4.80538 0.000
H -3.16510 2.61307 -5.31680 0.000
C 1.75914 -6.04067 -2.95617 0.008
H -5.77953 4.53771 -1.72653 0.000
C 1.63865 0.34375 -4.49598 0.005
F 5.06423 -3.92203 2.57699 -0.003
F 1.86779 0.88663 3.64386 -0.001
C -3.37045 5.57248 -3.66198 0.000
H 0.43699 2.53899 1.44426 0.000
C 3.52056 2.57158 3.38721 0.001
C -2.39260 -1.64298 -1.35863 0.017
N -1.19095 -2.06591 -1.84048 0.008
F 6.57706 -5.44880 0.74859 0.000
H -4.34001 5.91629 -4.05662 0.000
B -0.70982 -2.00625 1.86525 0.040
C 0.97881 3.15476 0.69427 0.000
C -2.81759 -2.39171 2.83448 0.001
H -2.42036 4.14929 -5.79816 0.000
C -5.73693 3.59772 -2.27807 0.000
F 6.10193 -0.22785 1.71266 -0.004
P -3.09224 3.00761 -2.65674 0.000
C 5.17249 -3.54904 1.25179 -0.008
N 1.29234 -4.05310 -2.00888 0.038
H -4.88029 -2.04366 2.46864 0.000
C 0.96221 -0.77866 -5.05018 0.027
C 1.43787 -3.78832 5.73159 -0.007
F 0.74387 -4.39841 6.74689 -0.002
C -3.52449 -3.14380 5.41543 0.000
F 1.00627 -5.66422 4.39840 0.001
F 2.73120 3.40172 4.12017 0.001
B -0.14634 -2.94014 -4.06057 0.006
C 6.25467 -3.77429 -0.90068 -0.006
H -2.55502 -1.20132 -0.39735 0.000
C -4.54265 -2.85583 4.46777 0.000
C -4.16403 -2.45259 3.16676 0.000
F 7.19431 -4.37266 -1.66763 -0.002
H -3.84836 -3.47232 6.40087 0.000
P -1.52821 3.24649 -0.08118 0.000
Ge 3.35494 -1.44895 2.07826 -0.127
C 1.78906 0.10394 -3.10059 0.020
C -2.98358 3.97410 2.08577 0.000
H 2.08300 -7.06101 -3.04177 0.000
H 0.59451 -0.97479 -6.04777 0.002
N -3.20857 4.14679 -3.85618 0.000
H -0.98568 6.06681 0.31255 0.000
H 1.21147 3.45663 -2.15720 0.000
F 2.19258 -4.40281 2.21936 0.000
N -4.56545 2.80994 -1.93389 0.000
C 4.58192 -2.32380 0.87915 -0.022
H -2.54894 6.11778 -4.13437 0.000
N 0.70783 -1.62643 -4.03051 0.028
H -0.45397 -3.46039 -5.11894 0.000
C 2.80180 -2.50848 3.61894 -0.019
C 0.85334 -5.32341 -3.75725 0.025
H -2.73064 6.23923 0.20304 0.000
N 1.24216 -1.06114 -2.80363 0.031
Mo 0.81415 -2.26974 -1.18209 1.859
```

energy relative to the best compared isomer or geometry (same formula, charge and spin) = 0.334 eV
HOMO-LUMO gap (spin up / spin down) = 6.18 / 5.01 eV
LUMO level (spin up / spin down) = -3.712 / -3.907 eV
spin multiplicity = 3
⟨S²⟩ = 2.3381
charge = +1
HOMO energy (spin up / spin down) = -0.36333 / -0.32755 Eh

2.
# C41H38Cl39F16NS

14 unconnected molecules or ions with the total composition C41H38Cl39F16NS at a distorted geometry (ωB97M-V/def2-TZVPD, the Open Molecules 2025 dataset).

XYZ file:
```
136
Properties=species:S:1:pos:R:3:lowdin_charge:R:1
H 7.67988 2.04133 -0.15233 0.070
C 5.10471 0.64607 12.95574 -1.551
C 3.19118 -5.43786 -1.20497 -0.054
Cl 3.66019 -3.16632 7.58089 0.523
Cl -8.50228 -2.90296 -9.61019 0.521
H 6.58897 1.02492 0.82824 -0.018
C 2.81550 -4.36069 -0.16334 -0.096
F 0.68278 -0.82643 -4.72444 0.127
Cl -9.62178 3.85325 6.75152 0.522
C 2.61306 4.00175 8.24849 -1.538
Cl -3.34787 -5.45883 -6.63492 0.530
H -10.00566 -1.54258 -8.45728 -0.063
Cl -10.60981 1.10963 0.23722 0.537
C 3.23591 -0.96977 -1.90910 -0.126
H -4.12350 1.73459 0.08483 0.112
S -0.79498 -1.08364 -2.07732 1.104
Cl 6.77687 -2.58967 3.91880 0.523
F 2.37604 -7.18299 -2.54506 0.112
H 6.28844 -0.13328 -3.30596 0.075
F 2.26703 -0.08895 -6.55878 0.123
H -2.83950 -3.80258 -8.20661 -0.037
Cl 6.64917 -0.19384 12.82484 0.526
Cl 5.73230 -4.06483 9.40519 0.529
H -8.55562 0.07414 -4.20014 -0.013
F 0.98101 -6.32055 -1.13168 0.137
H -2.46360 0.89135 -0.92582 0.100
C -3.94522 3.46269 -1.19742 -0.147
Cl 0.90636 4.35263 7.97247 0.528
H -3.80378 3.11744 -2.22156 0.121
C -9.29817 0.59912 1.29658 -1.552
H 8.09057 1.19132 8.59186 0.011
F -6.52169 0.83775 -0.54997 0.091
C -10.07626 4.36720 5.12650 -1.566
H 0.42575 -0.98688 -7.68858 -0.021
C 3.59848 1.45116 -5.37461 -0.530
Cl -9.64448 -0.05834 -6.26890 0.554
Cl -11.82746 4.49466 4.97383 0.526
F 0.75412 1.34426 -4.96768 0.146
C -4.79295 2.42572 -0.43000 -0.082
H 3.66062 -4.22900 0.50864 0.122
F 3.42462 -0.91534 -4.91970 0.164
C -0.61258 0.67604 -1.92132 -0.403
H 6.15255 1.88886 -1.91173 0.099
C 6.66238 1.92163 0.21975 -0.108
Cl 1.22173 -1.93113 5.53254 0.519
H -0.25191 4.48350 -1.67120 0.113
C 4.72723 0.64077 -0.82202 -0.163
C -2.55216 3.66740 -0.56893 -0.159
C 5.63074 -0.77954 -2.72939 -0.048
Cl -10.98001 -3.65593 -8.29315 0.521
C 3.49950 -2.15091 -1.21559 0.035
H 3.76246 0.92864 -0.39734 0.121
F 4.88286 1.08960 -5.34449 0.175
Cl -9.58585 -2.02496 -4.13373 0.539
C -6.51729 2.33696 -2.37012 -0.534
H 5.25588 1.53956 13.54607 0.010
C 7.65908 -1.22845 3.22642 -1.532
H 4.52323 -2.38679 -0.95370 0.127
Cl 8.44874 -0.86100 7.52419 0.521
Cl 6.24643 0.99450 7.16824 0.497
H 2.91295 4.49000 9.16594 0.014
Cl -4.53307 -5.03329 -9.25269 0.526
H 1.94379 -4.70933 0.38320 0.117
C -10.11686 -2.37261 -9.14035 -1.572
H 3.41383 -4.29908 9.61290 0.015
F -6.76552 3.58570 -1.96699 0.173
H 3.66603 -6.27764 -0.70064 0.131
Cl 3.80222 -2.09075 10.28412 0.501
C -8.70779 -0.71665 -4.92254 -1.535
Cl -1.80309 0.02547 3.85208 0.526
C -0.33859 3.40573 -1.73941 -0.018
H -5.39938 2.88526 0.34842 0.131
C 1.92368 -0.67333 -2.26197 -0.150
Cl -11.03383 -1.81348 -10.54182 0.521
Cl 0.76443 -1.34717 8.34224 0.522
H 1.53681 3.16781 -2.70724 0.116
C -1.60560 1.42689 -1.30822 -0.043
C -0.01027 -1.30806 -8.62509 -1.548
Cl 0.71853 -0.36108 -9.92199 0.537
C -2.08246 1.74916 3.67737 -1.545
Cl 0.46823 0.73901 6.34422 0.507
C 0.90105 -1.51965 -1.81393 -0.333
F 3.38189 2.07948 -6.53213 0.178
C 7.95145 0.83181 7.58131 -1.547
C 2.00755 -6.01923 -1.94490 -0.616
H -9.73286 3.61558 4.42921 -0.042
Cl 0.33581 -3.02895 -8.82781 0.533
Cl 2.87222 2.26813 8.44364 0.497
H -2.60808 3.43912 0.50162 0.050
H 6.21721 -1.14503 -1.88260 0.073
H -2.23889 4.70991 -0.61205 0.114
H 5.01453 2.75146 -0.84079 0.100
Cl -3.80249 2.10535 3.47248 0.534
Cl -8.72668 1.95458 2.27984 0.527
C -1.48796 2.81352 -1.20787 -0.227
Cl 7.77459 -1.38383 1.46969 0.543
Cl -1.15255 2.41318 2.33217 0.585
Cl -7.13454 -1.26749 -5.49098 0.518
F 1.55033 -5.21736 -2.92275 0.144
F -5.91906 2.36133 -3.56032 0.175
C 1.41633 0.27811 -4.43479 -0.422
Cl -1.75095 -1.03408 -8.54303 0.541
F 0.18189 -3.46975 -0.72563 0.066
C 4.06376 -3.50631 9.26776 -1.531
H 6.47190 2.77224 0.87471 0.067
H 2.38774 -0.44951 6.92227 -0.016
H 8.66098 -1.23318 3.63478 0.014
Cl -4.78905 -3.00001 -7.19682 0.490
F -4.88591 0.66492 -1.99575 0.121
Cl -9.80059 -0.74395 2.32069 0.539
C 0.54237 1.27506 -2.42251 -0.215
C 2.50476 -3.04894 -0.84332 -0.138
N 1.60485 0.51055 -3.02443 0.078
C 1.19764 -2.68339 -1.12505 -0.245
Cl -9.29583 5.89467 4.71012 0.517
C 4.39939 -0.03745 -2.18413 -0.310
H -1.74825 2.23104 4.58738 -0.001
C -5.65328 1.55991 -1.31926 -0.423
H -8.47367 0.26836 0.67987 -0.013
C 1.34413 -0.71454 6.80370 -1.577
Cl 3.91364 -0.36076 13.78018 0.525
H -4.47044 4.41445 -1.18761 0.114
Cl 3.60538 4.63795 6.93713 0.533
F -7.70465 1.72656 -2.53187 0.145
H 5.34659 -1.65743 -3.30593 0.080
Cl 4.51353 1.13348 11.36582 0.484
F 3.36023 2.31986 -4.39620 0.169
Cl 6.89022 0.29749 3.66140 0.528
H 3.85845 -5.01989 -1.95663 0.134
H 4.09014 0.78223 -2.82707 0.103
Cl 8.95575 1.81134 6.51026 0.520
C -3.75752 -4.26553 -7.86658 -1.559
C 5.64442 1.87011 -0.95080 -0.214
C 0.66912 2.65078 -2.31956 0.009
C 2.70063 0.15790 -5.29396 -0.305
H 5.14672 -0.12124 -0.16428 0.093
```

HOMO-LUMO gap = 8.51 eV
LUMO level = 0.045 eV
charge = 0
HOMO energy = -0.31096 Eh